19
Properties=species:S:1:pos:R:3:forces:R:3:mulliken_charge:R:1 method="wB97M-V/def2-TZVPD" e_above_lowest_kj_mol=213.6 total_energy_ha=-310.9779 e_lumo_ev=0.99 orbital_gap_ev=10.320 max_force_ev_per_a=1.269
C -0.55887 -1.78867 -1.03862 0.15 0.65 -0.67 -1.046
C -0.68070 -0.12196 -0.93009 -0.07 -0.92 -0.07 -1.259
C 0.16670 0.65968 0.08670 0.17 -0.72 0.17 1.304
C 1.50946 1.22398 -0.37024 -0.02 -0.15 0.03 -1.454
C -0.48647 1.34177 1.27990 -0.10 0.18 -0.03 -0.894
C 0.10852 -0.00972 1.45372 0.54 0.23 -0.21 -0.174
O -0.73649 -1.09903 1.55576 -0.10 -0.06 0.23 -0.596
H -0.88562 -2.61161 -0.34586 -0.03 1.27 0.00 0.378
H 0.48532 -2.04518 -1.23352 -0.09 0.15 -0.24 0.277
H -1.17134 -1.99384 -1.91061 0.22 -0.09 -0.37 0.388
H -1.74139 0.14194 -0.82849 0.24 -0.18 -0.05 0.362
H -0.36451 0.14923 -1.94327 -0.15 0.11 0.18 0.421
H 2.01432 0.52867 -1.05001 -0.03 0.05 0.07 0.364
H 1.44646 2.19807 -0.87905 -0.25 -0.29 0.09 0.285
H 2.17040 1.36973 0.49398 -0.14 -0.04 -0.14 0.374
H -1.56909 1.42679 1.31941 0.13 -0.12 -0.02 0.268
H 0.05203 2.17130 1.73435 -0.11 -0.05 -0.25 0.289
H 1.05995 -0.12012 1.96855 -0.15 0.08 0.18 0.338
H -0.81866 -1.42104 0.63738 -0.20 -0.08 1.10 0.377

19
Properties=species:S:1:pos:R:3:forces:R:3:mulliken_charge:R:1 method="wB97M-V/def2-TZVPD" e_above_lowest_kj_mol=63.4 total_energy_ha=-311.0351 e_lumo_ev=1.16 orbital_gap_ev=10.855 max_force_ev_per_a=0.299
C 0.17756 -0.19521 2.55837 0.02 -0.02 0.04 -1.204
C -0.55648 -0.51147 1.24810 -0.03 -0.06 -0.09 -0.256
C 0.46351 -0.40679 0.09364 0.07 -0.16 0.07 -0.129
C 0.18715 -0.90768 -1.36306 0.02 -0.07 0.09 -0.649
C -0.03057 0.39124 -2.17684 -0.02 0.02 -0.02 -0.534
C -0.21998 1.39595 -1.05083 -0.13 0.17 -0.18 -0.431
O 0.72485 0.98864 -0.07910 0.04 0.11 0.05 -0.445
H 0.90585 -0.98016 2.79686 -0.12 0.10 -0.04 0.304
H 0.72609 0.74793 2.45721 -0.12 -0.16 0.02 0.284
H -0.50142 -0.09939 3.41231 0.03 -0.05 -0.18 0.372
H -1.05316 -1.48690 1.31156 0.19 0.03 -0.14 0.344
H -1.34779 0.23599 1.10335 0.10 -0.21 -0.08 0.205
H 1.38721 -0.87560 0.44961 -0.01 0.17 -0.04 0.416
H 1.08627 -1.42215 -1.71862 -0.22 0.00 0.07 0.253
H -0.64524 -1.61026 -1.46987 0.02 0.17 0.25 0.339
H -0.88141 0.34766 -2.86420 0.10 -0.04 0.15 0.316
H 0.86248 0.65081 -2.75589 -0.15 -0.09 0.10 0.260
H -0.03992 2.44320 -1.29441 0.06 -0.10 -0.06 0.378
H -1.24499 1.29419 -0.65818 0.12 0.18 -0.02 0.177

19
Properties=species:S:1:pos:R:3:forces:R:3:mulliken_charge:R:1 method="wB97M-V/def2-TZVPD" e_above_lowest_kj_mol=371.1 total_energy_ha=-310.9179 e_lumo_ev=0.53 orbital_gap_ev=8.823 max_force_ev_per_a=0.403
C 2.36093 0.34220 -0.33425 0.02 0.03 -0.05 -1.335
C 1.24268 -0.22171 0.52432 -0.06 0.02 -0.35 0.334
O 1.74760 -0.27885 1.84745 -0.15 -0.11 0.23 -0.549
C -0.02437 0.63882 0.47604 0.03 0.03 0.16 -0.548
C -0.73317 0.58993 -0.91574 -0.05 0.06 -0.14 -0.384
C -2.12689 0.57049 -0.42150 0.23 -0.33 -0.05 -0.588
C -2.62865 -0.82180 -0.27818 0.03 0.02 0.09 -0.793
H 2.07770 0.36857 -1.39134 0.02 -0.01 0.15 0.348
H 3.25934 -0.27189 -0.22619 -0.13 0.07 -0.04 0.353
H 2.60195 1.36034 -0.00907 -0.05 -0.13 -0.04 0.344
H 0.99028 -1.23702 0.17138 0.04 0.15 0.07 0.229
H 1.06497 -0.66615 2.41035 0.17 0.08 -0.02 0.332
H 0.21921 1.67272 0.73671 -0.05 -0.14 -0.04 0.294
H -0.39547 -0.30785 -1.46559 -0.11 0.08 0.12 0.343
H -0.47227 1.48490 -1.48885 -0.07 -0.13 0.12 0.379
H -0.70075 0.28351 1.27035 0.06 0.03 -0.11 0.340
H -1.89942 -1.64817 -0.35613 -0.06 0.17 -0.01 0.250
H -3.30886 -0.89923 -1.14536 0.07 0.05 0.05 0.359
H -3.27480 -0.95881 0.59561 0.05 0.07 -0.16 0.292

19
Properties=species:S:1:pos:R:3:forces:R:3:mulliken_charge:R:1 method="wB97M-V/def2-TZVPD" e_above_lowest_kj_mol=39.6 total_energy_ha=-311.0442 e_lumo_ev=1.10 orbital_gap_ev=10.684 max_force_ev_per_a=0.286
C -1.86904 0.84462 -0.19750 -0.01 0.02 -0.06 -1.435
C -1.14526 -0.31741 0.49278 -0.03 0.00 0.00 0.545
C -0.70675 -1.40631 -0.48839 -0.27 -0.10 0.01 -0.697
O 0.54274 -0.99074 -0.99388 0.00 0.04 -0.08 -0.437
C 1.26863 -0.38106 0.06906 0.14 0.14 0.15 0.411
C 2.13106 0.71696 -0.53602 0.00 0.01 -0.01 -1.390
C 0.20975 0.10211 1.09774 0.01 -0.01 0.04 -0.998
H -2.54301 0.47642 -0.97726 -0.04 0.05 0.15 0.351
H -1.16394 1.52695 -0.68212 -0.03 -0.09 0.04 0.279
H -2.46044 1.42471 0.52155 0.16 -0.07 -0.14 0.362
H -1.80818 -0.74892 1.25117 0.12 0.06 -0.08 0.360
H -0.62713 -2.38463 0.01934 0.04 0.18 -0.10 0.290
H -1.38952 -1.49875 -1.33604 0.05 -0.12 0.07 0.367
H 1.90625 -1.15017 0.53329 -0.05 0.14 -0.02 0.298
H 2.90546 0.29105 -1.18207 -0.14 0.05 0.08 0.333
H 2.62074 1.32390 0.23338 -0.08 -0.16 -0.05 0.373
H 1.49690 1.36940 -1.14700 0.10 -0.05 0.12 0.292
H 0.26221 1.18473 1.25788 0.00 -0.15 -0.04 0.365
H 0.36953 -0.38286 2.06411 0.03 0.06 -0.08 0.331

19
Properties=species:S:1:pos:R:3:forces:R:3:mulliken_charge:R:1 method="wB97M-V/def2-TZVPD" e_above_lowest_kj_mol=244.6 total_energy_ha=-310.9661 e_lumo_ev=0.34 orbital_gap_ev=8.823 max_force_ev_per_a=2.968
C 0.47211 1.53166 -1.80373 0.51 0.73 0.54 -1.486
C 0.01187 1.31415 -0.38243 2.02 -1.59 0.30 0.905
C -0.29045 0.05803 0.00736 -1.85 -0.78 1.02 -0.295
C -0.19586 -1.19689 -0.74285 -1.46 1.60 -2.02 0.034
C -0.95786 -2.30104 -0.59038 1.73 2.00 0.21 -1.047
C 0.53455 2.25507 0.68634 -1.12 1.37 -0.63 -1.251
H 1.32876 0.87825 -1.99413 -0.04 0.09 -0.28 0.375
H -0.30882 1.34894 -2.53652 -0.02 -0.06 -0.04 0.362
H 0.82249 2.56976 -1.88602 -0.12 -0.29 -0.30 0.356
H -0.86757 -0.11948 0.92992 0.92 0.52 0.41 0.208
H 0.24589 -0.94012 -1.71229 0.67 -1.18 0.19 0.238
H -1.63128 -2.21776 0.25418 -0.26 -1.08 -0.07 0.358
H -0.76151 -3.07267 -1.31541 -0.77 -0.57 0.33 0.253
H 1.54592 2.04771 1.03272 -0.10 -0.63 0.00 0.293
H 0.62225 3.28066 0.31420 -0.25 0.02 -0.13 0.360
H -0.16749 2.30893 1.50813 0.09 -0.16 0.50 0.359
H -0.14040 -2.11820 3.31864 0.16 0.36 1.04 0.319
H -0.28308 -2.67046 2.01752 0.30 -0.79 -0.23 0.316
O 0.02048 -2.95654 2.89477 -0.40 0.43 -0.85 -0.657

19
Properties=species:S:1:pos:R:3:forces:R:3:mulliken_charge:R:1 method="wB97M-V/def2-TZVPD" e_above_lowest_kj_mol=481.7 total_energy_ha=-310.8758 e_lumo_ev=-0.13 orbital_gap_ev=8.598 max_force_ev_per_a=0.381
C -2.37503 1.29313 0.58308 -0.09 0.06 -0.04 -1.461
C -1.13451 0.39334 0.46545 -0.07 0.03 -0.33 0.893
O -0.72833 0.08166 1.79987 0.10 -0.26 0.02 -0.580
C -1.33901 -0.68499 -0.52016 0.21 0.09 0.31 -0.612
C 1.03926 -1.07974 -1.71923 0.00 0.01 0.12 -0.853
C 1.64978 -1.00705 -0.53207 -0.09 -0.01 -0.09 0.117
C 2.20086 0.25237 0.07132 -0.03 0.06 -0.05 -0.980
H -2.69539 1.63688 -0.40179 0.06 -0.05 0.12 0.395
H -2.12545 2.15676 1.20644 -0.03 -0.16 -0.08 0.365
H -3.19956 0.75675 1.06143 0.14 0.02 -0.09 0.338
H -0.35517 1.00679 -0.02480 -0.03 0.01 0.04 -0.026
H -0.21665 -0.73597 1.76381 -0.08 0.11 0.04 0.370
H -1.15182 -1.66218 -0.02503 -0.02 0.11 -0.06 0.231
H 0.92420 -0.20425 -2.35477 0.00 -0.11 0.13 0.267
H 0.68720 -2.02360 -2.12539 0.02 0.15 0.10 0.310
H 1.78439 -1.92181 0.04831 -0.06 0.12 -0.08 0.346
H 2.10979 1.09521 -0.62149 0.01 -0.13 0.08 0.284
H 3.25984 0.13744 0.33031 -0.16 -0.02 -0.04 0.356
H 1.66560 0.50927 0.99469 0.13 -0.02 -0.11 0.238

19
Properties=species:S:1:pos:R:3:forces:R:3:mulliken_charge:R:1 method="wB97M-V/def2-TZVPD" e_above_lowest_kj_mol=411.8 total_energy_ha=-310.9024 e_lumo_ev=0.59 orbital_gap_ev=7.925 max_force_ev_per_a=2.947
C 1.96652 -1.23675 0.80668 -0.06 -0.01 -0.13 -1.402
C -0.17920 1.93487 0.46567 -1.75 -0.84 -1.42 -0.961
C 1.18369 -0.09104 0.24518 0.85 1.40 0.87 0.594
C 0.73166 0.97130 0.97945 0.26 -2.05 -0.18 -0.203
O 1.22593 0.04794 -1.12232 -0.41 -0.36 -0.12 -0.493
H 1.36100 -0.81480 -1.53278 0.03 0.08 0.06 0.334
H 0.79560 0.86954 2.05572 0.19 -0.02 0.05 0.225
H 1.90163 -1.25869 1.89232 -0.04 0.00 -0.01 0.329
H 3.02070 -1.16152 0.52328 -0.04 -0.01 -0.02 0.350
H 1.58691 -2.18704 0.41743 0.02 -0.04 0.05 0.373
H -1.32900 0.99621 0.16045 1.65 2.25 0.95 0.065
H -0.08756 2.15880 -0.58853 0.33 0.12 -0.24 0.290
H -0.26888 2.85495 1.03226 -0.67 -0.21 0.25 0.381
C -1.85910 -0.32345 -0.21334 -0.01 -2.12 -0.76 -0.302
C -2.09726 -0.51719 -1.54407 0.26 0.70 0.63 -0.517
H -1.29957 -0.41531 -2.27203 0.07 -0.22 0.11 0.207
H -2.68876 -0.49008 0.46975 -0.03 0.27 -0.01 0.354
H -0.87627 -0.71426 0.18536 -0.48 0.97 -0.20 0.099
H -3.08804 -0.62348 -1.96050 -0.17 0.10 0.11 0.279